12 unconnected molecules or ions with the total composition C46H72O36 at a distorted geometry, computed with ωB97M-V with the def2-TZVPD basis set.

HOMO energy   -10.09 eV
DFT total energy   -122580.967 eV
ΔE to the lowest compared entry with this formula, charge and spin   0.000 eV
Gap between HOMO and LUMO   10.103 eV
M   1201.0 g mol⁻¹
SMILES string   C[C@H]1COC(=O)O1.C[C@H]1COC(=O)O1.C[C@H]1COC(=O)O1.C[C@H]1COC(=O)O1.C[C@H]1COC(=O)O1.C[C@H]1COC(=O)O1.C[C@H]1COC(=O)O1.C[C@H]1COC(=O)O1.C[C@H]1COC(=O)O1.C[C@H]1COC(=O)O1.COC(=O)OC.COC(=O)OC

```
! wB97M-V def2-TZVPD RIJCOSX def2/J DEFGRID3
* xyz 0 1
C 5.083 -3.997 3.188
C 4.216 -3.594 2.021
C 4.902 -3.458 0.652
O 4.059 -4.143 -0.231
C 3.187 -4.938 0.453
O 2.561 -5.808 -0.004
O 3.287 -4.642 1.769
H 5.904 -3.324 3.444
H 5.553 -4.977 3.041
H 4.510 -4.114 4.111
H 3.812 -2.619 2.319
H 5.927 -3.826 0.730
H 4.882 -2.407 0.388
C 3.712 -1.220 -1.846
C 4.730 -0.936 -2.946
C 4.127 -0.796 -4.364
O 4.167 0.623 -4.607
C 4.873 1.259 -3.651
O 5.164 2.410 -3.660
O 5.207 0.389 -2.690
H 2.973 -0.423 -1.947
H 4.117 -1.149 -0.841
H 3.280 -2.219 -1.916
H 5.578 -1.619 -2.929
H 3.061 -1.009 -4.393
H 4.717 -1.312 -5.114
C 3.193 6.853 -4.488
C 3.567 5.416 -4.100
C 3.993 5.210 -2.620
O 3.035 4.221 -2.222
C 2.259 3.789 -3.231
O 1.568 2.806 -3.188
O 2.424 4.601 -4.307
H 3.388 7.034 -5.546
H 3.742 7.577 -3.888
H 2.121 7.029 -4.396
H 4.416 5.139 -4.726
H 3.977 6.123 -2.033
H 4.957 4.709 -2.636
C 0.842 -4.589 4.514
C 1.806 -3.599 5.148
C 1.488 -2.118 4.859
O 1.056 -1.651 6.145
C 1.210 -2.600 7.082
O 0.971 -2.401 8.217
O 1.675 -3.746 6.571
H 1.402 -5.154 3.755
H -0.001 -4.207 3.937
H 0.435 -5.347 5.181
H 2.832 -3.772 4.834
H 0.709 -2.006 4.110
H 2.366 -1.622 4.447
C -6.132 -0.087 3.085
C -4.898 -0.897 2.749
C -4.555 -0.898 1.265
O -3.114 -0.842 1.270
C -2.668 -0.537 2.512
O -1.541 -0.448 2.853
O -3.726 -0.324 3.332
H -7.004 -0.560 2.631
H -6.067 0.955 2.772
H -6.288 -0.057 4.164
H -5.018 -1.933 3.082
H -4.901 -0.025 0.723
H -4.856 -1.862 0.859
C -0.074 0.508 -1.939
C -0.285 -0.378 -0.748
C 0.216 -1.847 -0.876
O 1.163 -1.993 0.182
C 1.392 -0.812 0.794
O 2.192 -0.646 1.659
O 0.568 0.109 0.315
H -0.409 1.531 -1.821
H -0.641 0.135 -2.802
H 0.959 0.424 -2.275
H -1.333 -0.441 -0.458
H 0.706 -2.029 -1.829
H -0.651 -2.466 -0.673
C -1.838 2.795 0.570
C -1.921 4.119 -0.160
C -2.063 3.894 -1.658
O -3.108 4.741 -2.063
C -3.707 5.273 -0.987
O -4.655 5.939 -0.991
O -3.119 4.827 0.148
H -1.085 2.820 1.370
H -1.529 1.964 -0.057
H -2.723 2.606 1.178
H -1.017 4.712 0.000
H -2.302 2.848 -1.883
H -1.104 3.980 -2.180
C -2.222 -4.848 0.444
C -1.518 -5.823 -0.459
C -2.118 -7.230 -0.549
O -1.775 -7.585 -1.877
C -1.546 -6.469 -2.623
O -1.373 -6.450 -3.785
O -1.628 -5.386 -1.815
H -3.224 -4.622 0.078
H -1.678 -3.912 0.561
H -2.276 -5.238 1.463
H -0.451 -5.893 -0.227
H -3.188 -7.302 -0.357
H -1.577 -7.804 0.203
C -2.607 1.469 -5.283
C -3.829 1.021 -6.061
C -4.630 -0.160 -5.459
O -5.968 0.257 -5.452
C -6.045 1.549 -5.774
O -7.003 2.227 -5.737
O -4.819 2.056 -6.048
H -1.771 0.811 -5.527
H -2.760 1.417 -4.204
H -2.361 2.483 -5.590
H -3.500 0.705 -7.055
H -4.221 -0.279 -4.446
H -4.405 -1.117 -5.923
C -8.073 1.468 -2.719
C -6.729 2.148 -2.417
C -6.654 2.922 -1.065
O -5.335 2.605 -0.635
C -4.823 1.552 -1.325
O -3.813 0.975 -1.047
O -5.661 1.215 -2.305
H -8.159 1.106 -3.738
H -8.808 2.247 -2.510
H -8.271 0.614 -2.067
H -6.612 2.792 -3.289
H -7.479 2.853 -0.363
H -6.668 3.936 -1.475
C 3.321 0.417 7.837
O 3.839 1.481 7.075
C 3.292 1.866 5.929
O 3.577 2.907 5.463
O 2.391 1.006 5.513
C 1.621 1.420 4.405
H 2.337 0.007 7.574
H 3.057 0.675 8.867
H 4.028 -0.409 7.797
H 2.237 1.931 3.667
H 0.930 2.240 4.645
H 1.033 0.624 3.965
C 5.803 0.226 1.754
O 5.031 1.093 0.910
C 4.231 1.970 1.500
O 4.290 2.382 2.627
O 3.317 2.332 0.606
C 2.129 2.988 0.943
H 5.098 -0.299 2.409
H 6.468 0.774 2.418
H 6.235 -0.462 1.036
H 1.967 3.842 0.281
H 2.202 3.378 1.958
H 1.261 2.356 0.775
*
```